17
Properties=species:S:1:pos:R:3:forces:R:3:mulliken_spin:R:1 method="wB97M-V/def2-TZVPD" total_charge=+1 lumo_ev="-3.02 / -8.39" e_tot_ev=-7396.761 multiplicity=3 de_lowest_kcal_mol=18.7 orbital_gap_ha="0.331 / 0.274"
C 2.240777 1.338657 0.159077 3.44 5.78 -0.20 0.763
C 1.642101 0.281181 0.696504 -1.71 -4.73 2.22 0.361
C -1.514420 0.520148 -0.959898 1.30 0.10 -4.61 -0.001
C -1.411145 -1.111602 0.707749 -1.11 1.40 3.06 0.010
C 0.979332 -0.576765 -0.171005 0.86 -2.77 -0.31 0.495
O -0.826989 -0.011799 0.118607 0.91 0.53 0.72 0.216
H 2.916495 1.927571 0.776375 0.25 -0.16 -0.49 0.039
H 1.923948 1.752570 -0.741717 -0.51 0.75 -1.38 0.046
H 1.809645 0.150202 1.777825 -0.83 -0.37 -0.46 0.026
H -2.053870 1.415651 -0.681009 -0.34 -0.10 0.07 0.008
H -0.690475 0.808039 -1.757672 -1.55 -0.06 1.64 0.011
H -2.071978 -0.248822 -1.588016 0.16 0.87 1.37 0.004
H -2.388345 -0.825516 0.938398 -1.92 0.33 0.18 0.013
H -1.430500 -1.970903 0.206831 0.09 -3.22 -3.01 -0.010
H -1.042966 -1.395096 1.669362 1.12 0.53 0.71 0.000
H 1.160398 -0.420836 -1.246076 -0.39 0.06 0.57 0.002
H 0.757989 -1.632682 0.094665 0.24 1.04 -0.08 0.019

***

18
Properties=species:S:1:pos:R:3:forces:R:3:nbo_charge:R:1 method="wB97M-V/def2-TZVPD" total_charge=-1 lumo_ev=3.58 e_tot_ev=-9459.818 de_lowest_kcal_mol=4.9 orbital_gap_ha=0.272
C 1.839933 2.132109 -0.656580 0.29 -0.29 -0.06 -0.605
C 1.420156 1.774343 0.759841 0.40 0.07 0.37 -0.608
H 2.915408 2.316743 -0.696459 0.03 0.08 0.01 0.189
H 1.667445 1.281507 -1.315270 -0.21 0.08 -0.14 0.211
H 1.340849 3.008788 -1.063729 -0.12 0.05 0.03 0.190
H 1.797481 0.784727 1.019709 -0.22 -0.10 -0.04 0.228
H 1.872222 2.447422 1.494104 -0.14 0.17 -0.07 0.184
H 0.343660 1.784092 0.910247 -0.04 -0.07 -0.08 0.210
C -0.849867 -1.181542 -0.062254 -0.01 -0.19 0.08 -0.519
C -2.134321 -1.327569 -0.883093 0.17 0.30 0.19 -0.603
C -0.718442 -2.256433 1.064886 0.04 0.37 0.07 0.761
O -1.789849 -2.573957 1.628436 0.01 -0.10 -0.05 -0.795
O 0.446338 -2.644695 1.310752 -0.06 -0.01 -0.03 -0.793
H 0.033637 -1.249227 -0.698028 0.05 -0.02 -0.04 0.187
H -0.815150 -0.199172 0.426761 -0.02 -0.11 -0.07 0.186
H -2.383557 -2.381267 -0.977545 -0.10 -0.07 -0.09 0.210
H -2.018467 -0.887673 -1.878305 -0.06 0.00 -0.03 0.170
H -2.967473 -0.828191 -0.383476 -0.03 -0.16 -0.04 0.197

***

18
Properties=species:S:1:pos:R:3:forces:R:3:nbo_charge:R:1 method="wB97M-V/def2-TZVPD" smiles=[O-]CCCCCO total_charge=-1 lumo_ev=3.58 e_tot_ev=-9457.084 de_lowest_kcal_mol=67.9 orbital_gap_ha=0.212
O 2.543541 1.516294 -1.025875 -0.54 -0.46 0.04 -0.959
C 1.269152 1.055085 -1.017272 1.14 0.61 -0.82 -0.008
C 1.115216 -0.471550 -0.740985 -0.49 0.69 0.16 -0.450
C -0.371286 -0.842627 -0.744619 0.17 -0.91 0.11 -0.405
C -1.247291 0.025826 0.200753 0.56 0.02 -1.24 -0.448
C -0.665488 0.343258 1.598412 -0.64 -0.28 -1.02 -0.083
O -0.950304 -0.653225 2.614080 -0.43 0.07 -0.96 -0.736
H 0.765065 1.077031 -2.042507 -0.06 0.40 0.08 0.042
H 0.615305 1.729065 -0.393000 -0.04 -0.67 0.13 0.076
H 1.683362 -0.760221 0.155721 -0.23 -0.04 -0.09 0.179
H 1.550004 -0.951106 -1.616378 0.42 -0.15 0.16 0.195
H -0.686370 -0.786027 -1.811705 -0.24 0.46 0.71 0.197
H -0.524875 -1.915628 -0.548132 0.16 -0.01 0.32 0.167
H -1.365324 0.953549 -0.426393 -0.36 -0.61 1.20 0.225
H -2.184199 -0.499423 0.353133 -0.58 0.26 -0.09 0.188
H 0.398347 0.338447 1.508379 0.74 0.90 0.02 0.193
H -1.126606 1.304955 1.834797 0.48 -0.16 0.77 0.172
H -0.818249 -1.463703 2.101593 -0.06 -0.11 0.53 0.456

***

18
Properties=species:S:1:pos:R:3:forces:R:3:nbo_charge:R:1 method="wB97M-V/def2-TZVPD" total_charge=-1 lumo_ev=3.98 e_tot_ev=-9457.118 de_lowest_kcal_mol=67.1 orbital_gap_ha=0.274
C 0.823652 0.536938 1.099043 0.27 -1.96 -0.67 -0.035
O 1.749999 -0.493681 1.234205 0.29 0.17 0.65 -0.881
C 0.411528 0.685352 -0.394982 -0.34 1.31 1.13 -0.431
C -1.050942 1.126195 -0.557234 -0.12 0.29 1.00 -0.451
C -2.035881 0.133362 0.019703 -0.35 -0.18 -2.27 -0.153
C -2.030041 -1.141435 -0.371215 0.90 -0.65 1.64 -0.429
H -0.075570 0.184674 1.637426 -0.15 0.75 0.30 0.122
H 1.249368 1.461981 1.516327 -0.47 0.28 0.01 0.119
H 0.658546 -0.272139 -0.837022 0.07 0.21 -0.58 0.245
H 0.964885 1.554681 -0.757607 0.54 -0.57 -0.67 0.185
H -1.175263 2.058335 0.011923 0.09 0.02 -0.05 0.185
H -1.261484 1.411592 -1.586513 -0.21 -0.25 -0.25 0.203
H -2.941848 0.471010 0.508350 0.34 0.20 0.81 0.182
H -1.239595 -1.590109 -0.963251 0.10 0.32 -0.13 0.200
H -2.482212 -1.859721 0.309176 -0.91 -0.09 -0.61 0.183
H 3.567200 -1.649336 -0.389475 0.12 -0.12 -0.27 0.420
H 2.191248 -1.048771 0.266825 -0.22 0.21 -0.62 0.489
O 2.676414 -1.568923 -0.745685 0.02 0.08 0.57 -1.154

***

18
Properties=species:S:1:pos:R:3:forces:R:3:nbo_charge:R:1 method="wB97M-V/def2-TZVPD" total_charge=-1 lumo_ev=3.85 e_tot_ev=-9457.285 de_lowest_kcal_mol=63.3 orbital_gap_ha=0.262
C 0.110852 -1.366835 -0.066106 -1.06 0.70 0.79 -0.005
O 0.956397 -2.412790 -0.104319 0.05 -0.01 0.18 -0.918
C 0.594658 -0.126433 -0.857519 0.35 -0.88 -0.74 -0.437
C -0.426086 1.000207 -1.127417 -1.35 -1.61 0.57 -0.462
C -1.451157 1.104833 -0.028916 -0.06 0.79 0.16 -0.111
C -1.810907 2.226086 0.599840 0.32 -0.46 0.06 -0.479
H -0.211864 -1.034195 0.958133 0.58 -0.04 0.13 0.095
H -0.926772 -1.563735 -0.466398 0.27 -0.30 -0.44 0.073
H 1.534653 0.315741 -0.532953 0.00 -0.16 0.74 0.196
H 0.898106 -0.683311 -1.758038 -0.16 0.71 -0.42 0.202
H -1.091212 0.655662 -1.937215 0.74 0.62 -0.68 0.203
H 0.113939 1.929619 -1.220402 -0.29 0.45 -0.65 0.200
H -2.043795 0.225197 0.197458 0.68 -0.40 0.39 0.194
H -1.541448 3.195835 0.206407 0.54 0.21 0.40 0.175
H -2.287727 2.142324 1.570612 -0.72 0.31 -0.35 0.188
H 2.844455 -2.120708 2.201021 0.10 0.24 -0.03 0.430
H 2.010260 -1.992786 0.890256 0.17 0.50 -0.39 0.500
O 2.727649 -1.494710 1.475554 -0.16 -0.68 0.29 -1.044

***

18
Properties=species:S:1:pos:R:3:forces:R:3:nbo_charge:R:1 method="wB97M-V/def2-TZVPD" total_charge=-1 lumo_ev=4.00 e_tot_ev=-9459.366 de_lowest_kcal_mol=15.3 orbital_gap_ha=0.294
C 1.247414 1.029534 -0.993024 -1.17 -0.36 0.17 -0.651
C 1.458209 2.372293 -0.302281 -0.21 -0.60 1.06 -0.623
H 0.675862 0.313794 -0.396466 -0.25 0.56 -0.05 0.265
H 0.714327 1.068754 -1.944421 0.17 0.22 -0.09 0.188
H 2.106132 0.409021 -1.110958 1.09 0.04 -0.35 0.222
H 1.076820 2.289063 0.723638 0.05 -0.02 -0.02 0.200
H 0.882687 3.204147 -0.704059 0.39 0.12 -0.44 0.190
H 2.517845 2.570644 -0.154756 0.05 0.54 -0.39 0.194
C -1.216815 -1.479354 1.081730 -0.22 -0.04 -2.12 -0.530
C -1.976944 -0.853429 -0.104736 0.46 0.41 -0.07 -0.625
C 0.266953 -1.817125 0.761647 0.36 0.26 -0.16 0.759
O 0.630513 -1.734883 -0.438668 -0.17 -0.53 0.21 -0.798
O 0.963554 -2.114269 1.754069 -0.06 -0.08 0.09 -0.782
H -1.224276 -0.768214 1.880429 -0.26 -0.33 1.13 0.201
H -1.698502 -2.453777 1.178341 0.00 0.09 1.13 0.199
H -1.872247 0.235617 -0.144366 0.11 0.02 0.09 0.181
H -3.052026 -1.045472 -0.073660 0.01 -0.21 -0.07 0.172
H -1.499510 -1.226340 -1.012458 -0.34 -0.11 -0.12 0.239

***

18
Properties=species:S:1:pos:R:3:forces:R:3:nbo_charge:R:1 method="wB97M-V/def2-TZVPD" total_charge=-1 lumo_ev=3.80 e_tot_ev=-9459.878 de_lowest_kcal_mol=3.5 orbital_gap_ha=0.284
C 1.221556 -1.951963 0.516843 -0.19 0.19 -0.49 -0.739
C 1.194100 -0.723731 1.452387 -0.70 0.08 0.18 0.759
O 2.268901 -0.288652 1.895149 0.41 -0.04 0.03 -0.776
O 0.033677 -0.257000 1.631746 0.29 -0.11 0.00 -0.815
H 1.137799 -1.541202 -0.497843 0.10 -0.07 -0.02 0.196
H 0.314159 -2.542777 0.654798 0.15 -0.13 0.14 0.199
H 2.128976 -2.556605 0.553785 -0.03 0.05 0.20 0.189
C -1.281575 1.027400 -0.989915 0.25 -0.02 0.39 -0.421
C -0.498000 1.867753 -1.998907 -0.44 -0.01 0.43 -0.605
C -2.332517 0.088961 -1.576155 0.14 0.75 0.03 -0.603
H -0.593700 0.450253 -0.362821 0.01 -0.09 -0.23 0.266
H -1.704538 1.705496 -0.241940 -0.30 -0.01 -0.14 0.190
H -1.119125 2.664303 -2.424214 0.04 -0.06 -0.08 0.178
H -0.104024 1.266268 -2.818057 0.15 -0.03 0.00 0.187
H -3.147690 0.648817 -2.051707 -0.01 -0.08 0.05 0.176
H -1.859551 -0.507818 -2.354040 -0.09 -0.36 0.02 0.189
H 0.311577 2.332594 -1.436903 0.21 0.09 -0.31 0.215
H -2.741624 -0.533153 -0.779755 -0.01 -0.16 -0.19 0.215

***

18
Properties=species:S:1:pos:R:3:forces:R:3:nbo_charge:R:1 method="wB97M-V/def2-TZVPD" total_charge=-1 lumo_ev=4.12 e_tot_ev=-9459.516 de_lowest_kcal_mol=11.8 orbital_gap_ha=0.295
C 0.626210 0.227965 -2.364992 1.05 1.82 -0.44 -0.615
C 1.051678 -1.112440 -1.787247 -0.32 0.14 0.55 -0.636
H 1.549080 0.801833 -2.554237 -0.11 0.04 -0.05 0.177
H 0.095816 0.351052 -3.311949 -0.14 -0.94 -0.04 0.196
H 0.080955 0.895161 -1.694106 -0.17 -0.51 0.35 0.218
H 0.693841 -1.145962 -0.757494 -0.36 -0.55 -0.16 0.272
H 2.131899 -1.172573 -1.674252 0.22 -0.01 -0.40 0.179
H 0.707943 -1.976857 -2.350453 -0.13 -0.03 0.12 0.199
C -1.033535 0.790298 1.538106 -0.44 -0.72 0.82 -0.537
C 0.198173 0.541964 2.388516 1.32 0.62 -0.29 -0.629
C -1.521932 -0.469392 0.747244 -0.46 0.18 -0.72 0.764
O -0.864786 -1.527707 0.832485 0.29 0.03 0.28 -0.790
O -2.582686 -0.290887 0.100781 0.19 0.17 0.13 -0.793
H -1.880644 0.951375 2.211796 -0.05 0.29 -0.08 0.200
H -0.959623 1.671229 0.908660 -0.02 -0.02 -0.25 0.198
H 0.446453 -0.516386 2.365159 -0.21 -0.15 0.28 0.245
H 0.159209 0.938827 3.406112 -0.39 -0.26 0.13 0.176
H 1.101947 1.042492 1.995876 -0.25 -0.09 -0.24 0.175